This record from the OMol25 dataset describes 2 unconnected molecules or ions with the total composition C21H37BClFNO2 at a distorted geometry. The level of theory is ωB97M-V/def2-TZVPD.

ORCA input file:
```
! wB97M-V def2-TZVPD RIJCOSX def2/J DEFGRID3
* xyz 1 1
C -4.01 1.73 -1.97
C -4.25 0.63 -0.93
O -4.26 -0.70 -1.45
C -3.12 -1.13 -2.07
N -1.96 -1.20 -1.12
C -1.79 -2.54 -0.43
C -2.95 -2.88 0.50
C -2.61 -4.06 1.39
F -4.00 -3.27 -0.32
C -0.49 -2.29 0.36
C 0.22 -1.09 -0.34
C 1.74 -1.24 -0.48
C 2.46 -0.49 0.65
C 3.97 -0.54 0.47
Cl 4.79 -0.08 1.97
C -0.56 -0.91 -1.67
C -0.15 -2.02 -2.66
C 0.84 -1.59 -3.75
B -0.37 0.60 -2.27
C -0.88 1.04 -3.68
O 0.33 1.52 -1.53
H -3.96 1.34 -2.98
H -4.83 2.44 -1.94
H -3.11 2.30 -1.74
H -5.22 0.76 -0.48
H -3.53 0.72 -0.10
H -3.31 -2.15 -2.41
H -2.84 -0.54 -2.94
H -2.06 -0.57 -0.32
H -1.76 -3.36 -1.14
H -3.28 -2.01 1.07
H -3.52 -4.62 1.59
H -1.93 -4.74 0.87
H -2.17 -3.75 2.33
H -0.82 -1.93 1.34
H 0.15 -3.15 0.47
H 0.06 -0.25 0.34
H 2.08 -0.81 -1.41
H 2.00 -2.30 -0.44
H 2.16 -0.85 1.63
H 2.15 0.55 0.57
H 4.27 0.15 -0.31
H 4.32 -1.53 0.19
H -1.05 -2.36 -3.18
H 0.24 -2.88 -2.13
H 1.64 -0.96 -3.40
H 1.31 -2.49 -4.15
H 0.33 -1.12 -4.59
H -1.41 0.26 -4.22
H 0.00 1.28 -4.28
H -1.50 1.94 -3.61
H -0.10 1.73 -0.70
C 4.54 4.07 3.64
C 4.32 5.24 4.34
C 3.34 5.29 5.32
C 2.58 4.16 5.60
C 2.80 2.99 4.89
C 3.78 2.94 3.91
H 5.31 4.03 2.88
H 4.92 6.12 4.13
H 3.17 6.21 5.87
H 1.82 4.20 6.37
H 2.21 2.11 5.11
H 3.95 2.03 3.36
*
```

Calculated values
gap between HOMO and LUMO = 7.90 eV
E_tot = -1612.311002 hartree
HOMO energy = -0.398 hartree
lowest unoccupied orbital energy = -2.938 eV

This record from the OMol25 dataset describes a molecular structure, C21H37BrClF6O12P4 at a distorted geometry. The level of theory is ωB97M-V/def2-TZVPD.

ORCA input file:
```
! wB97M-V def2-TZVPD RIJCOSX def2/J DEFGRID3
* xyz -1 1
C 4.10 0.62 1.78
C 2.80 0.00 1.24
F 2.03 -0.27 2.40
C 2.09 0.94 0.28
P 1.36 0.27 -1.33
O 2.69 -0.74 -1.77
C 4.05 -0.48 -1.60
C 4.91 -0.62 -2.87
C 5.11 -2.09 -3.25
C 6.30 0.03 -2.64
C 6.23 1.57 -2.58
C 7.09 -0.55 -1.44
P 2.45 1.81 -2.70
O 2.27 1.23 -4.22
Br 1.44 3.81 -2.89
C 0.55 -1.41 -0.53
F 1.54 -2.36 -0.29
F -0.25 -2.06 -1.39
C -0.19 -1.33 0.83
F -0.53 -0.11 1.30
F -1.35 -2.07 0.78
O 0.50 -0.21 -2.79
C -0.64 0.49 -3.12
F -0.55 1.32 -4.21
C -1.18 1.10 -1.81
P -2.68 0.10 -1.22
O -2.80 -1.27 -1.77
P -2.01 2.87 -1.70
O -0.94 3.70 -0.79
Cl -1.97 3.78 -3.57
O -0.06 1.24 -0.96
H 3.86 1.39 2.50
H 4.75 -0.15 2.20
H 4.67 1.08 0.97
H 3.09 -0.97 0.83
H 2.79 1.72 -0.02
H 1.30 1.47 0.81
H 4.43 -1.30 -0.95
H 4.37 0.42 -1.06
H 4.48 -0.08 -3.71
H 4.23 -2.54 -3.70
H 5.90 -2.14 -4.01
H 5.49 -2.66 -2.40
H 6.88 -0.22 -3.54
H 5.29 1.95 -2.99
H 7.10 2.04 -3.02
H 6.21 1.87 -1.52
H 7.49 0.25 -0.83
H 6.48 -1.17 -0.78
H 7.90 -1.19 -1.79
H 2.45 0.28 -4.22
H 0.41 -1.83 1.60
H -1.32 -0.31 -3.43
H -2.71 0.18 0.16
H -3.73 0.85 -1.76
H -0.67 4.47 -1.30
C -8.39 1.84 2.16
C -7.42 2.18 1.06
C -7.47 1.26 -0.14
O -6.14 1.37 -0.66
C -5.33 1.66 0.39
O -4.14 1.62 0.34
O -6.06 1.99 1.48
H -8.27 0.81 2.48
H -8.21 2.47 3.03
H -9.42 2.00 1.83
H -7.53 3.22 0.76
H -8.20 1.57 -0.89
H -7.65 0.22 0.13
C -1.44 -2.25 4.42
C -2.67 -3.06 4.75
C -3.95 -2.55 4.13
O -4.94 -3.03 5.06
C -4.34 -3.12 6.27
O -4.92 -3.30 7.29
O -3.00 -2.98 6.16
H -1.58 -1.20 4.67
H -0.58 -2.60 4.99
H -1.22 -2.33 3.36
H -2.51 -4.11 4.51
H -4.13 -2.94 3.13
H -3.99 -1.46 4.10
*
```

Calculated values
gap between HOMO and LUMO = 6.12 eV
E_tot = -6724.226164 hartree
HOMO energy = -0.153 hartree
lowest unoccupied orbital energy = 1.943 eV

This record from the OMol25 dataset describes a molecular structure, C21H37F2NO10P2S2Si at a distorted geometry. The level of theory is ωB97M-V/def2-TZVPD.

ORCA input file:
```
! wB97M-V def2-TZVPD RIJCOSX def2/J DEFGRID3
* xyz 0 1
C 0.78 -2.43 3.29
C 1.08 -1.15 2.69
O 0.13 -0.36 1.93
P 0.29 -0.63 0.26
O 1.30 0.42 -0.26
O -1.14 -0.40 -0.64
C -2.04 0.55 -0.03
F -2.88 1.02 -1.10
F -1.40 1.71 0.50
C -2.94 -0.11 1.14
C -4.28 -0.75 0.53
Si -5.87 0.30 0.85
C -5.87 1.21 2.54
C -6.02 1.55 -0.64
C -7.35 -0.95 0.67
C -8.29 -0.85 -0.55
C -9.43 -1.89 -0.68
C -9.56 -2.99 0.43
C -8.60 -3.07 1.66
C -7.46 -2.03 1.80
O 0.95 -2.15 -0.13
P -0.24 -3.27 -0.64
N -1.49 -3.38 0.35
O -0.76 -2.87 -2.23
O 0.53 -4.80 -0.77
H 1.29 -3.35 2.81
H 0.07 -2.53 4.17
H 2.15 -0.73 2.77
H -3.10 0.61 2.01
H -2.31 -0.99 1.56
H -4.46 -1.75 1.09
H -4.17 -1.06 -0.58
H -5.58 2.31 2.30
H -5.05 0.84 3.26
H -6.91 1.24 3.03
H -5.85 0.90 -1.58
H -7.03 2.09 -0.66
H -5.19 2.33 -0.62
H -8.14 -0.04 -1.35
H -10.10 -1.84 -1.60
H -10.39 -3.75 0.29
H -8.67 -3.89 2.47
H -6.72 -2.08 2.67
H -1.47 -4.36 0.66
H -0.38 -2.00 -2.50
H 0.26 -5.14 -1.66
C 6.81 -0.65 0.05
C 5.55 -0.45 -0.80
C 4.37 -1.06 -0.03
S 4.80 -0.96 1.70
O 4.96 -2.30 2.21
O 3.95 0.02 2.34
C 6.42 -0.25 1.46
H 7.65 -0.06 -0.32
H 7.10 -1.71 0.02
H 5.38 0.63 -0.94
H 5.65 -0.90 -1.79
H 3.45 -0.51 -0.21
H 4.24 -2.11 -0.29
H 7.11 -0.63 2.22
H 6.33 0.84 1.55
C 4.77 4.65 -2.27
C 6.04 5.25 -2.89
C 7.22 4.41 -2.43
S 6.58 2.76 -2.13
O 6.69 2.47 -0.72
O 7.09 1.86 -3.15
C 4.88 3.15 -2.51
H 3.87 5.06 -2.72
H 4.75 4.86 -1.20
H 5.96 5.22 -3.98
H 6.16 6.30 -2.60
H 8.00 4.36 -3.18
H 7.64 4.78 -1.49
H 4.22 2.56 -1.86
H 4.70 2.90 -3.55
*
```

Calculated values
gap between HOMO and LUMO = 7.54 eV
E_tot = -3597.684525 hartree
HOMO energy = -0.302 hartree
lowest unoccupied orbital energy = -0.674 eV

This record from the OMol25 dataset describes 3 unconnected molecules or ions with the total composition C21H37F3N5O10PS3 at a distorted geometry. The level of theory is ωB97M-V/def2-TZVPD.

ORCA input file:
```
! wB97M-V def2-TZVPD RIJCOSX def2/J DEFGRID3
* xyz 0 1
C 4.51 0.25 1.57
C 5.34 1.52 1.69
O 4.90 2.61 0.87
C 4.79 2.32 -0.46
C 5.88 2.11 -1.32
C 7.28 2.21 -0.73
C 7.54 3.57 -0.02
C 8.36 4.50 -0.87
F 7.67 4.95 -1.91
F 9.51 3.95 -1.29
F 8.72 5.58 -0.14
C 5.69 1.83 -2.66
P 7.06 1.46 -3.86
N 7.85 2.99 -4.13
O 8.20 0.50 -3.09
C 4.40 1.80 -3.20
S 4.05 1.49 -4.92
C 3.37 2.03 -2.35
C 3.56 2.27 -1.01
C 2.18 2.45 -0.39
O 1.84 3.05 0.61
N 1.35 1.79 -1.32
C -0.08 1.74 -1.10
C -0.61 0.33 -1.38
N 0.08 -0.65 -0.57
N -2.07 0.29 -1.16
N -0.33 -0.04 -2.79
C 1.86 2.07 -2.60
O 1.26 2.28 -3.63
H 4.37 -0.11 0.55
H 5.07 -0.54 2.09
H 3.58 0.34 2.13
H 5.23 1.88 2.72
H 6.40 1.30 1.59
H 7.51 1.36 -0.08
H 7.98 2.16 -1.56
H 6.61 4.09 0.18
H 8.07 3.38 0.91
H 7.33 3.37 -4.92
H 8.75 2.75 -4.53
H 7.80 0.17 -2.28
H 3.67 2.72 -5.31
H -0.60 2.51 -1.68
H -0.29 1.94 -0.05
H 0.82 -1.07 -1.10
H -0.56 -1.34 -0.20
H -2.38 -0.50 -1.72
H -2.46 1.10 -1.63
H -0.39 -1.05 -2.89
H -0.99 0.39 -3.42
C -6.48 -4.18 -2.79
C -7.05 -3.61 -1.51
O -6.04 -3.46 -0.48
S -5.05 -2.23 -0.58
C -4.39 -2.34 1.05
O -5.82 -1.02 -0.70
O -4.01 -2.54 -1.52
H -5.80 -3.47 -3.27
H -7.28 -4.40 -3.49
H -5.91 -5.09 -2.59
H -7.54 -2.65 -1.68
H -7.79 -4.29 -1.10
H -5.19 -2.15 1.76
H -3.62 -1.58 1.14
H -3.97 -3.33 1.19
C -6.80 -4.60 5.99
C -8.05 -3.76 6.11
O -7.81 -2.38 5.79
S -7.70 -1.98 4.25
C -7.83 -0.24 4.46
O -8.86 -2.46 3.56
O -6.38 -2.30 3.78
H -6.48 -4.69 4.96
H -6.98 -5.61 6.38
H -5.98 -4.15 6.55
H -8.86 -4.16 5.49
H -8.40 -3.77 7.14
H -8.81 -0.01 4.86
H -7.70 0.22 3.48
H -7.04 0.09 5.13
*
```

Calculated values
gap between HOMO and LUMO = 7.42 eV
E_tot = -3684.119280 hartree
HOMO energy = -0.280 hartree
lowest unoccupied orbital energy = -0.189 eV